A cluster of 12 separate species, C72H48O24 in total at a distorted geometry. Source: OMol25; level of theory: the ωB97M-V functional and the def2-TZVPD basis.

The geometry in XYZ format:
```
144
Properties=species:S:1:pos:R:3:forces:R:3
C -11.133569 -27.387503 3.563890 2.02 -0.10 3.13
C -10.356118 -27.418077 4.754791 -1.31 -0.44 -4.76
C -10.959754 -27.221376 6.060035 1.39 -0.42 0.93
O -10.323358 -27.321482 7.103734 -0.69 0.16 -0.90
C -12.379377 -27.001860 5.999858 -2.89 -0.10 0.44
C -13.118877 -27.002503 4.888534 -1.26 0.58 1.65
C -12.575314 -27.096047 3.605757 1.18 0.39 -3.53
O -13.181458 -26.887578 2.543763 0.30 -0.30 1.56
H -10.776382 -27.564920 2.560222 0.48 -0.06 0.04
H -9.322876 -27.715415 4.652866 0.20 0.25 0.36
H -13.024468 -26.973402 6.865563 0.77 0.27 0.76
H -14.186949 -26.845047 4.917276 -0.19 -0.11 0.27
C -5.417968 -24.634141 7.016658 2.04 0.52 -1.01
C -4.200979 -24.106537 6.652021 -1.85 0.14 3.81
C -3.415403 -24.408103 5.508258 0.67 0.95 0.93
O -2.247192 -24.055674 5.385100 -0.84 -0.46 -0.25
C -4.182746 -25.110223 4.563018 -2.91 -3.42 -1.81
C -5.438360 -25.711756 4.812060 3.07 1.00 -1.15
C -6.110262 -25.616940 6.120566 -0.78 1.33 1.12
O -7.170063 -26.152224 6.449163 1.61 0.20 -1.05
H -5.871743 -24.314473 7.943104 -0.14 -0.23 0.04
H -3.673204 -23.486527 7.361565 -0.21 0.39 0.19
H -3.554175 -25.278919 3.701134 -0.73 -0.30 -0.88
H -5.945351 -26.286706 4.051277 0.11 -0.11 -0.18
C -12.353127 -23.820540 10.948966 -0.70 1.58 0.69
C -12.736676 -22.548820 11.308808 1.44 -2.83 -0.54
C -13.255436 -21.545117 10.336607 -0.98 -1.19 0.87
O -13.594864 -20.459726 10.743456 0.18 0.39 -0.61
C -13.522803 -22.097272 8.975258 1.04 -2.14 -0.42
C -13.152433 -23.389589 8.653089 -0.60 1.64 0.06
C -12.492088 -24.351781 9.583562 1.31 0.48 -0.39
O -11.926758 -25.386907 9.220655 -1.24 1.22 0.32
H -11.887338 -24.482819 11.663680 -0.10 -0.08 0.20
H -12.568826 -22.347141 12.356447 -0.19 0.80 -0.03
H -13.998558 -21.470654 8.235395 0.08 0.19 -0.07
H -13.265057 -23.752456 7.642135 -0.25 0.05 -0.18
C -4.233070 -23.503115 -2.204964 -1.70 -2.20 -3.61
C -4.824502 -23.664839 -3.482499 2.62 0.67 2.87
C -5.744040 -22.685550 -4.075916 -1.80 -1.38 -0.12
O -6.343999 -22.953482 -5.128702 1.20 1.12 1.68
C -6.039198 -21.548333 -3.168788 0.99 0.73 1.57
C -5.482201 -21.419177 -1.909753 -0.81 -0.32 -1.84
C -4.731829 -22.540756 -1.253110 -0.13 0.71 2.96
O -4.612306 -22.665454 0.004348 -0.23 0.69 -3.91
H -3.623560 -24.329723 -1.870871 0.24 0.15 0.26
H -4.516037 -24.483255 -4.116095 -0.06 -0.16 0.03
H -6.678942 -20.771918 -3.561589 0.06 0.19 -0.05
H -5.563957 -20.477707 -1.386915 -0.40 -0.08 0.33
C -8.969034 -23.256370 10.309804 1.28 -0.59 3.68
C -8.691575 -24.303992 11.168489 -1.30 4.11 0.02
C -8.640429 -25.647639 10.747220 1.61 -0.18 -1.16
O -8.300348 -26.582212 11.430558 -0.42 -0.61 0.71
C -8.668161 -25.738419 9.299389 -1.36 -0.09 -2.22
C -8.851529 -24.706458 8.429957 -0.30 -1.00 0.02
C -9.116812 -23.333453 8.887422 -0.84 0.74 -1.49
O -9.494925 -22.365534 8.185168 0.88 -2.22 1.23
H -8.882777 -22.291099 10.786479 -0.33 0.37 -0.26
H -8.512125 -24.045922 12.201727 0.03 -0.16 0.18
H -8.734703 -26.771231 8.990736 0.38 0.00 -0.66
H -8.987317 -24.873716 7.371671 0.22 -0.27 -0.03
C -10.888847 -18.435001 4.027322 -1.39 -0.05 0.20
C -12.024520 -18.258116 4.756753 1.32 2.15 -3.47
C -12.418689 -19.002935 5.882954 -0.88 -0.42 1.23
O -13.474451 -18.836040 6.484295 0.85 -0.28 -0.45
C -11.370385 -19.904154 6.297172 1.90 -1.76 0.86
C -10.186760 -20.117935 5.656872 -1.62 -0.16 0.64
C -9.910521 -19.519039 4.329213 -2.17 1.40 2.53
O -8.942575 -19.772629 3.702854 2.01 -0.67 -1.80
H -10.723844 -17.777945 3.186226 0.24 -0.08 -0.16
H -12.639095 -17.430572 4.434471 -0.37 0.05 0.13
H -11.574509 -20.398723 7.235329 0.20 -0.20 0.20
H -9.420280 -20.750808 6.079235 -0.03 -0.22 0.11
C -12.189607 -26.357557 -3.523977 1.74 -2.94 -0.13
C -11.657024 -27.185283 -2.568973 0.66 0.20 -1.89
C -11.773647 -27.026743 -1.125817 -0.40 1.36 -0.59
O -11.196204 -27.641580 -0.257905 0.30 -0.66 -0.17
C -12.564817 -25.859242 -0.846921 -1.82 2.75 -0.56
C -13.115346 -25.026992 -1.813743 0.55 -0.91 3.70
C -13.038737 -25.230546 -3.243911 -0.53 -0.14 1.31
O -13.690682 -24.545826 -3.990503 0.17 0.03 -0.98
H -11.950829 -26.646644 -4.536795 -0.04 0.34 -0.29
H -10.905489 -27.911941 -2.840235 -0.22 -0.42 -0.49
H -12.641221 -25.631997 0.206134 -0.35 0.23 0.10
H -13.705704 -24.183250 -1.488213 -0.02 0.19 0.07
C -15.199210 -23.708340 2.292884 0.24 1.45 -0.33
C -14.663819 -23.474528 3.515820 -0.79 -1.11 -1.03
C -14.045658 -22.204239 3.935937 0.49 -0.33 1.88
O -13.739361 -21.953260 5.119666 -0.58 -0.50 -2.29
C -13.701904 -21.348035 2.817859 -1.37 0.35 -2.55
C -14.248021 -21.543984 1.557516 1.95 1.34 1.50
C -15.146449 -22.627473 1.156705 -0.46 -2.20 0.66
O -15.672596 -22.780639 0.053474 1.01 0.52 2.04
H -15.642040 -24.651746 2.009542 0.01 -0.14 0.12
H -14.616733 -24.307050 4.202190 -0.18 0.08 0.37
H -13.042153 -20.521972 3.038676 0.15 0.12 -0.25
H -13.856318 -20.943633 0.749713 -0.23 0.38 -0.10
C -5.583607 -19.935002 2.523928 0.05 0.00 0.83
C -5.128130 -20.481025 3.667942 1.21 -1.31 -1.55
C -5.075858 -19.840690 4.960629 -1.00 1.05 0.40
O -4.583999 -20.297562 5.980384 -0.31 0.37 -1.04
C -5.826675 -18.559556 4.891334 -1.29 0.78 1.42
C -6.405406 -18.012805 3.823875 0.72 0.64 -0.56
C -6.202570 -18.576481 2.494835 -0.12 -1.02 -1.39
O -6.537722 -18.089135 1.417425 0.29 -0.08 1.41
H -5.555329 -20.429565 1.564230 0.22 -0.27 0.00
H -4.590620 -21.417555 3.687943 -0.18 -0.45 -0.42
H -6.171739 -18.131076 5.820715 0.65 0.15 0.49
H -6.925281 -17.066231 3.834997 -0.30 -0.02 0.38
C -5.697120 -28.084934 1.075086 -0.44 -0.29 0.28
C -5.534949 -26.847635 0.579229 -0.03 -0.48 -0.19
C -6.656741 -26.029732 -0.025396 3.27 1.11 0.85
O -6.520488 -24.886401 -0.437169 0.10 -0.68 -0.03
C -7.886804 -26.652089 0.098598 -3.40 -3.45 0.39
C -8.086244 -27.950824 0.518263 -0.69 2.21 0.25
C -7.039855 -28.840278 1.084494 0.92 -0.56 -0.73
O -7.225679 -30.021015 1.399091 0.55 2.61 -0.36
H -4.801673 -28.525657 1.487800 -0.15 -0.54 0.12
H -4.519636 -26.483544 0.633640 -0.06 0.59 -0.25
H -8.755386 -26.069142 -0.169965 -0.18 0.04 -0.11
H -9.126909 -28.218150 0.627604 -0.04 -0.55 -0.22
C -9.689476 -23.261514 4.430702 -0.78 -0.05 -2.73
C -10.694486 -23.363636 3.474669 1.19 0.02 1.22
C -10.450857 -23.292947 1.961952 -1.60 -2.34 0.30
O -11.243766 -23.664233 1.054045 1.85 1.56 2.76
C -9.040133 -23.118314 1.721260 2.11 0.92 -1.25
C -8.030961 -22.939979 2.588352 -0.21 -0.02 -0.26
C -8.222094 -23.003030 4.038295 -2.02 -0.25 1.00
O -7.373507 -22.940357 4.900110 0.17 0.04 -0.53
H -9.883215 -23.464677 5.473579 -0.09 0.15 0.14
H -11.655407 -23.683161 3.850054 -0.36 0.15 -0.24
H -8.701328 -23.096093 0.696016 -0.33 -0.07 -0.36
H -7.035343 -22.772133 2.204994 0.18 -0.08 0.02
C -10.593219 -21.666041 -2.785676 0.33 -0.71 0.56
C -10.301838 -21.372156 -1.515892 0.03 -0.23 0.06
C -10.804390 -20.135175 -0.860379 0.88 0.52 2.97
O -10.684486 -19.861842 0.379246 -0.47 -1.06 -4.02
C -11.464552 -19.238205 -1.818086 -0.53 -0.17 -2.60
C -11.653426 -19.566083 -3.156225 -1.00 4.99 4.27
C -11.292195 -20.761368 -3.719114 0.70 -3.26 0.28
O -11.624160 -21.115899 -4.814856 -0.14 -0.31 -1.51
H -10.384192 -22.681879 -3.086968 0.26 0.07 -0.59
H -9.733918 -22.133737 -1.002221 -0.21 0.23 0.65
H -11.817275 -18.265766 -1.507673 0.01 -0.04 0.37
H -12.183949 -18.817550 -3.726011 0.05 -0.11 -0.41
```
Forces are in eV/Å.

HOMO: -10.13 eV
Calculated total energy: -124561.60357 eV
SMILES: O=C1C=CC(=O)C=C1.O=C1C=CC(=O)C=C1.O=C1C=CC(=O)C=C1.O=C1C=CC(=O)C=C1.O=C1C=CC(=O)C=C1.O=C1C=CC(=O)C=C1.O=C1C=CC(=O)C=C1.O=C1C=CC(=O)C=C1.O=C1C=CC(=O)C=C1.O=C1C=CC(=O)C=C1.O=C1C=CC(=O)C=C1.O=C1C=CC(=O)C=C1
Energy above the lowest of the compared OMol25 structures with the same formula, charge and spin: 5.297 eV

Mulliken population analysis, charges in e, atoms 1 to 4: number 1, C, carries -0.275; number 2, C, carries -0.095; number 3, C, carries -0.077; number 4, O, carries -0.544